[1]
Below is a cluster of 11 separate species, C33H64F3O31 in total, with properties calculated with wB97M-V/def2-TZVPD.

Calculated values
Orbital gap (spin up / spin down): 4.243 / 4.187 eV
<S²>: 0.7566
LUMO (spin up / spin down): 3.121 / 3.121 eV
Charge: -2
E: -3927.60957 hartree
Multiplicity: 2

```
131
Properties=species:S:1:pos:R:3:forces:R:3
C -0.10225 -1.54688 0.78160 2.85 1.76 4.56
O 0.49060 -0.38789 0.05314 -1.78 1.41 -1.11
O 0.45723 -1.49019 2.05744 -2.94 -0.83 -2.97
C -1.69706 -1.62153 0.68556 -0.02 -0.39 1.36
F -2.41388 -0.65765 1.34414 0.78 -0.27 -0.40
F -2.15472 -1.59651 -0.58390 -0.03 -0.20 -0.23
F -2.19229 -2.80961 1.25387 0.86 1.10 -0.88
C -0.14820 0.92792 0.16442 0.70 -0.62 -0.23
C 0.79127 2.00546 -0.40814 0.12 -0.38 0.21
H 0.31914 2.98324 -0.50376 -0.47 -0.13 0.06
H 1.68096 2.21174 0.18682 -0.03 -0.38 0.28
H 1.15797 1.71970 -1.39403 -0.09 -0.10 -0.05
H -0.47415 1.18084 1.17332 0.51 -0.29 0.47
H -1.08668 0.95354 -0.38939 -0.16 -0.20 -0.51
H 0.33417 -2.36126 0.20330 -0.49 -0.62 -0.57
O 5.35126 2.27652 2.01262 -0.58 0.63 -2.58
C 5.11223 2.51534 0.58614 0.72 -1.02 3.54
C 5.96605 3.77607 0.09063 2.98 0.06 0.50
O 7.26781 4.02224 0.57668 -2.69 -0.60 -0.62
H 4.03974 2.66439 0.46106 -0.22 0.47 -0.19
H 5.35215 1.57953 0.08137 0.55 0.07 -0.30
H 5.26792 4.60797 0.18363 -0.35 0.63 0.41
H 6.04893 3.57685 -0.97780 -0.37 -0.14 -0.73
C 2.12627 -4.78692 0.61226 -0.16 0.25 0.46
O 2.51282 -6.12340 0.97027 -0.21 -2.11 1.47
C 1.95486 -6.66371 2.08354 -1.91 0.47 1.51
O 1.15445 -6.10046 2.84570 2.19 -1.64 -1.95
O 2.36493 -7.99377 2.24300 0.80 1.49 -2.14
C 1.87647 -8.87836 3.22881 -0.70 1.44 0.77
H 2.35482 -4.11902 1.44278 -0.08 0.22 -0.23
H 1.05815 -4.74714 0.39863 0.03 -0.01 0.03
H 2.70634 -4.57012 -0.28475 -0.07 0.04 0.17
H 2.05203 -8.38287 4.18368 -0.07 -0.41 0.34
H 2.38973 -9.83851 3.17629 0.18 0.32 -0.30
H 0.80070 -9.02132 3.12689 -0.05 -0.07 -0.07
C -5.38804 -0.46358 3.13921 0.86 -0.77 -0.24
O -6.00262 -1.36334 2.18011 1.94 0.39 0.75
C -7.28283 -1.36240 2.07769 -1.40 0.57 0.55
O -8.04411 -0.69812 2.75633 -0.14 -0.59 -0.81
O -7.55537 -2.22194 1.09512 -0.49 -0.23 -0.36
C -8.88314 -2.30714 0.60258 -0.18 -0.30 0.11
H -5.70557 0.56791 2.98662 -0.03 -0.34 0.12
H -4.33656 -0.64411 2.91585 0.05 0.66 -0.04
H -5.49587 -0.79219 4.17289 -0.66 -0.01 -0.11
H -9.55872 -2.71471 1.35463 -0.05 0.31 0.17
H -8.86058 -3.03767 -0.20606 0.19 0.22 -0.07
H -9.22116 -1.33635 0.24006 -0.10 -0.06 0.08
C -1.37275 5.45020 -0.33252 1.66 -0.41 0.78
O -2.12004 6.19817 -1.23183 -1.12 0.22 -1.06
C -2.23849 7.49383 -1.11663 0.89 1.85 3.42
O -1.73580 8.21354 -0.21024 -1.67 -1.85 -3.17
O -3.08464 7.84680 -2.08726 -0.62 0.15 -0.77
C -3.74056 9.08590 -2.10224 0.11 1.92 0.23
H -1.17210 5.99310 0.59112 -0.15 -0.02 -0.10
H -0.42651 5.27156 -0.84322 0.18 -0.30 0.32
H -1.86582 4.50459 -0.10716 -0.12 0.31 -0.24
H -3.91553 9.50073 -3.09492 0.72 -0.69 -0.52
H -3.16099 9.84763 -1.58074 0.05 -0.13 0.23
H -4.76320 9.12870 -1.72745 0.08 -0.91 0.73
C 2.47836 4.67455 -1.63384 -0.41 -0.56 0.30
O 2.44026 5.93987 -1.00941 0.19 1.13 0.24
C 2.12669 6.02603 0.28948 -0.64 0.17 -0.33
O 1.80835 5.12850 1.03535 0.41 0.69 -0.50
O 2.11328 7.35366 0.56284 0.21 -0.35 0.86
C 1.82874 7.71974 1.93916 -0.36 -0.79 -0.43
H 3.22413 4.07103 -1.11646 -0.17 -0.39 -0.23
H 2.70606 4.79470 -2.69300 0.30 0.36 0.20
H 1.47023 4.26195 -1.59468 0.24 -0.42 0.16
H 2.33507 7.06567 2.64903 0.52 0.21 -0.19
H 0.77427 7.54627 2.15387 -0.21 0.31 -0.24
H 2.08438 8.77480 2.03707 0.05 -0.27 0.00
C -4.75895 2.61586 1.41492 -0.37 -0.91 -0.66
O -3.61392 3.43800 1.50121 1.73 0.20 0.66
C -2.62208 3.16010 2.42620 0.16 -1.50 2.18
O -2.62559 2.21808 3.25238 -0.04 3.26 -2.99
O -1.67214 4.15622 2.32051 -2.62 -0.88 -0.53
C -0.48116 4.09725 3.06898 1.16 -0.81 0.56
H -4.58754 1.59159 1.74599 0.06 0.47 0.83
H -5.04092 2.40712 0.38292 0.58 0.62 -0.51
H -5.63659 3.14027 1.79284 0.19 -0.24 0.74
H -0.61297 4.06101 4.15038 -0.49 -0.28 -0.04
H 0.13512 4.97574 2.87782 -0.42 0.02 -0.49
H 0.07813 3.22520 2.73013 0.17 -0.01 0.27
C 5.89638 -3.85673 2.77537 -1.49 0.64 2.24
O 5.99107 -2.93800 1.72884 0.40 0.55 -2.13
C 4.81027 -2.30865 1.33704 -1.19 -1.44 0.14
O 3.81410 -2.32127 2.03175 1.41 0.44 -1.11
O 4.93091 -1.92024 0.04829 1.20 0.18 0.75
C 3.77276 -1.45943 -0.72886 -0.01 -0.86 1.73
H 6.78781 -4.34850 3.16476 0.69 0.40 -1.19
H 5.13883 -4.63099 2.65400 -0.12 0.06 -0.48
H 5.57922 -3.25426 3.62657 -0.35 -0.29 0.43
H 3.20474 -2.38763 -0.79112 -0.62 0.39 -0.44
H 4.09808 -1.08478 -1.69938 0.28 -0.07 0.40
H 3.23616 -0.71622 -0.13910 -0.15 -0.01 -0.28
C 4.85039 -4.13326 -3.66632 -0.39 0.48 -0.86
O 3.55418 -4.13028 -2.98486 2.15 -0.06 -0.80
C 2.56454 -3.36518 -3.45922 -0.60 -0.03 -1.33
O 2.54036 -2.54497 -4.35993 0.62 -0.85 1.08
O 1.51727 -3.81514 -2.79891 0.32 -0.62 1.04
C 0.21864 -3.36795 -3.01801 -0.65 1.15 -0.46
H 4.78191 -3.67378 -4.65237 -0.31 0.72 0.26
H 5.19178 -5.12023 -3.97848 -0.52 -0.52 0.92
H 5.63672 -3.65195 -3.08484 -0.41 0.06 0.22
H -0.31962 -3.51897 -2.08229 -0.11 -0.12 -0.28
H -0.21352 -3.87843 -3.87868 -0.17 -0.29 0.18
H 0.19918 -2.30638 -3.26456 0.07 0.11 0.15
C 1.55653 0.53493 -3.85311 -0.29 0.24 -0.57
O 2.62391 1.42967 -4.35828 -2.11 -1.25 0.94
C 3.64578 1.74263 -3.56843 0.23 -1.98 2.45
O 3.99500 1.15154 -2.52449 -0.79 2.07 -3.00
O 4.18725 2.76920 -4.19376 -0.73 -1.02 0.35
C 5.34388 3.37221 -3.71939 0.98 1.48 -1.19
H 1.11695 0.12270 -4.76137 0.63 -0.61 0.09
H 0.67642 1.01461 -3.42484 0.47 1.17 0.17
H 1.81951 -0.18375 -3.07693 0.75 -0.06 -0.54
H 5.04916 4.24605 -3.13831 0.47 -0.33 0.57
H 5.67106 3.75128 -4.68756 0.91 0.46 0.24
H 6.13484 2.73958 -3.31656 -0.56 -0.10 0.44
C -4.64824 -4.32842 0.70518 0.25 -0.06 -0.17
O -5.65515 -5.04257 -0.06168 -0.68 -3.07 0.25
C -5.87356 -6.43740 0.12763 1.80 1.23 2.03
O -5.49596 -7.14311 1.09000 -1.32 2.36 -3.20
O -6.57127 -6.86491 -0.95078 0.86 0.65 0.56
C -7.09570 -8.15743 -0.80408 -1.10 -1.13 0.46
H -5.08486 -3.55411 1.33599 -0.39 -0.47 0.14
H -4.05154 -3.76337 -0.01091 0.04 -0.38 -0.11
H -4.01561 -5.01300 1.27018 -0.15 0.08 -0.02
H -7.70341 -8.16799 0.10072 0.00 -0.24 0.07
H -6.39328 -8.98871 -0.74339 0.54 0.45 0.12
H -7.75382 -8.40492 -1.63699 0.10 0.57 -0.19
```
Positions in Å, forces in eV/Å.

Atom charges from the Mulliken analysis, given in e for atoms 1 to 5: atom 1 (C): 1.107, atom 2 (O): 0.008, atom 3 (O): -0.873, atom 4 (C): 0.514, atom 5 (F): -0.218

[2]
Below is a structure of composition C28H28GaN11OP, with properties calculated with wB97M-V/def2-TZVPD.

Calculated values
Orbital gap: 8.052 eV
LUMO: -2.335 eV
Charge: +1
E: -4027.41876 hartree

```
70
Properties=species:S:1:pos:R:3:forces:R:3
Ga 0.83782 0.15189 1.01679 0.40 -0.19 0.19
C -3.46456 -2.20500 -3.32786 0.01 0.04 0.04
N -3.09376 -1.03357 -2.54663 0.01 0.04 -0.03
C -3.71557 0.17978 -2.60155 0.07 -0.02 -0.01
C -3.06674 0.98689 -1.70481 -0.12 -0.05 -0.02
N -2.07134 0.29018 -1.09012 0.07 -0.06 -0.02
C -2.09865 -0.91944 -1.61502 -0.18 0.00 -0.02
P -0.99931 -2.29411 -1.19499 0.05 -0.23 -0.08
C 0.59067 -1.49158 -1.50923 -0.04 0.20 -0.01
N 1.06956 -0.38462 -0.94521 0.19 -0.17 0.01
C 2.21893 -0.06140 -1.63011 -0.09 0.06 -0.04
C 2.41933 -0.97792 -2.60998 0.00 0.00 0.02
N 1.39212 -1.87935 -2.51510 -0.01 -0.03 -0.07
C 1.25079 -3.07837 -3.33766 -0.01 0.07 0.02
C -1.07059 -2.14952 0.60840 -0.05 0.12 0.05
N -0.65004 -1.15389 1.38709 -0.02 -0.06 0.05
C -1.08194 -1.43383 2.66381 -0.06 0.06 -0.01
C -1.76730 -2.60283 2.64498 0.02 -0.03 -0.02
N -1.74302 -3.04760 1.34894 -0.08 -0.06 0.01
C -2.29991 -4.31982 0.89302 0.01 0.07 0.02
H -4.11697 -1.88539 -4.13536 0.00 -0.01 -0.01
H -2.58192 -2.67140 -3.75902 0.00 -0.01 0.00
H -3.99305 -2.93181 -2.71297 0.00 -0.01 0.00
H -4.54070 0.36532 -3.26805 0.01 -0.01 0.00
H -3.26040 2.02506 -1.48469 -0.02 -0.12 -0.03
H 2.81677 0.79248 -1.37036 0.01 -0.03 0.01
H 3.19494 -1.07134 -3.34935 0.00 0.00 0.01
H 2.16237 -3.19856 -3.91506 0.00 0.00 -0.01
H 1.11904 -3.94864 -2.70044 -0.01 0.00 0.00
H 0.40777 -2.98090 -4.01844 -0.01 -0.01 -0.01
H -0.86382 -0.78621 3.49170 0.01 -0.02 -0.02
H -2.25189 -3.15482 3.43059 0.00 0.00 -0.01
H -2.86336 -4.75253 1.71394 0.00 -0.01 0.00
H -2.96788 -4.16344 0.05003 -0.01 0.00 -0.01
H -1.49787 -4.99732 0.60944 0.00 0.00 -0.01
C -1.08210 2.57377 1.06508 0.06 0.02 0.08
N 0.26038 2.00466 1.13124 -0.09 0.18 -0.05
C 1.28543 2.78813 1.33980 -0.06 0.00 -0.08
C 2.58421 2.25117 1.32246 -0.04 0.01 -0.01
C 3.85633 2.77718 1.57539 0.02 -0.01 -0.03
C 4.74648 1.71711 1.43606 0.00 0.00 0.01
C 3.98447 0.58635 1.10828 0.03 0.02 -0.01
N 2.68900 0.90443 1.02866 -0.06 0.11 0.03
C -1.39741 3.26905 -0.24178 0.06 0.07 0.04
C -0.63520 3.08505 -1.38691 0.02 0.05 -0.01
C -1.00084 3.69732 -2.57948 0.03 -0.01 0.03
C -2.13005 4.49884 -2.63697 -0.02 0.01 0.00
C -2.89101 4.69554 -1.49125 0.00 0.04 0.00
C -2.52327 4.08667 -0.30169 0.05 0.05 0.04
H -1.20926 3.28031 1.89018 -0.01 0.01 0.00
H -1.79663 1.76401 1.22021 0.00 -0.02 -0.03
H 1.12246 3.84946 1.51454 0.02 0.00 0.00
H 4.08705 3.80209 1.81997 0.00 -0.01 0.00
H 5.81710 1.74411 1.55385 -0.01 0.00 0.00
H 4.32616 -0.42103 0.92015 -0.01 0.01 0.01
H 0.23925 2.44732 -1.36001 -0.01 0.00 0.00
H -0.39905 3.54605 -3.46666 0.00 0.00 0.01
H -2.41187 4.97802 -3.56526 0.00 0.00 0.00
H -3.76607 5.33163 -1.52246 0.00 0.00 0.00
H -3.11838 4.24681 0.59114 0.00 -0.01 -0.01
N 2.38262 -0.17289 4.88389 -0.03 0.00 -0.03
C 2.05722 -0.62533 3.66052 0.10 -0.07 0.00
O 1.17942 0.03447 3.01058 -0.19 0.04 -0.12
C 2.66904 -1.79966 3.16973 0.06 -0.06 0.07
C 2.33782 -2.26046 1.88548 -0.06 0.03 0.10
N 2.02866 -2.58951 0.81753 0.02 0.02 0.01
C 3.66051 -2.46300 3.93614 0.11 -0.02 -0.17
N 4.48788 -2.95866 4.56783 -0.09 0.02 0.08
H 2.02328 0.72055 5.16840 0.00 0.01 0.01
H 3.11686 -0.60590 5.41867 0.00 -0.01 0.00
```
Positions in Å, forces in eV/Å.

Atom charges from the Mulliken analysis, given in e for atoms 1 to 5: atom 1 (Ga): -0.946, atom 2 (C): -0.747, atom 3 (N): 0.188, atom 4 (C): -0.900, atom 5 (C): -0.299

[3]
Below is a structure of composition C3H5AuLiO4, with properties calculated with wB97M-V/def2-TZVPD.

Calculated values
Orbital gap (spin up / spin down): 6.026 / 7.281 eV
<S²>: 3.7729
LUMO (spin up / spin down): -8.853 / -11.904 eV
Charge: +2
E: -560.49379 hartree
Multiplicity: 4

```
14
Properties=species:S:1:pos:R:3:forces:R:3
Au -1.92614 -1.40298 1.06529 -7.47 -2.86 -2.42
O -0.49778 -0.74894 1.95121 8.04 4.36 3.14
C 0.13026 0.35505 2.00781 -1.35 -1.74 2.99
H -0.43603 1.26633 2.27925 0.21 -0.06 -0.62
H 1.19655 0.30105 2.29428 -0.28 0.00 -0.60
C -0.10561 1.09994 -0.14440 -2.83 -2.18 -0.84
O 0.56410 -0.13071 -0.54643 1.70 5.07 3.01
C -0.04062 -0.99833 -1.30360 -1.87 -0.71 -1.22
O -1.02454 -1.59921 -0.90989 1.76 -0.01 -2.08
O 0.55881 -0.87950 -2.47831 -0.60 -1.54 -0.52
Li 2.10533 1.65419 -0.97926 0.17 -0.05 -0.24
H -0.61236 1.79111 -0.84628 2.14 0.81 -1.00
H -1.12336 0.87426 0.20789 0.36 -0.57 1.12
H 1.21138 -1.58227 -2.59757 0.02 -0.53 -0.73
```
Positions in Å, forces in eV/Å.

Atom charges from the Mulliken analysis, given in e for atoms 1 to 5: atom 1 (Au): 0.361, atom 2 (O): -0.226, atom 3 (C): -0.055, atom 4 (H): 0.406, atom 5 (H): 0.342

[4]
Below is a cluster of 2 separate species, C4H3FN2S in total, with properties calculated with wB97M-V/def2-TZVPD.

Calculated values
Orbital gap (spin up / spin down): 7.093 / 7.180 eV
LUMO (spin up / spin down): -2.451 / -2.471 eV
E: -761.59074 hartree
Energy above the lowest of the compared OMol25 structures with the same formula, charge and spin: 531.1 kJ/mol

```
11
Properties=species:S:1:pos:R:3:forces:R:3
C -1.21786 2.46747 -0.01262 -2.13 2.21 -1.58
C 0.19201 -0.44627 -0.17080 -1.99 -0.76 0.71
C -1.00686 -1.38907 -0.12965 0.23 -1.52 0.91
C -0.34972 1.75843 0.76711 1.28 -1.89 0.61
N -1.94317 3.19402 -0.54968 0.58 -0.82 0.31
N 0.22417 0.68812 0.39892 0.34 -0.46 -0.98
F 2.00285 1.00992 0.68767 -0.40 -0.36 0.04
S -2.40399 -1.19692 0.68240 0.79 0.58 -0.58
H 1.12308 -0.79907 -0.50485 0.95 -0.33 -0.87
H -0.86609 -2.48823 -0.48714 0.40 2.32 0.07
H 0.09627 2.09844 1.65188 -0.03 1.02 1.35
```
Positions in Å, forces in eV/Å.

Atom charges from the Mulliken analysis, given in e for atoms 1 to 5: atom 1 (C): 0.371, atom 2 (C): -0.035, atom 3 (C): -0.276, atom 4 (C): -0.248, atom 5 (N): -0.359

Number 1: maximum force 5.7 eV Å⁻¹. Number 2: maximum force 0.5 eV Å⁻¹. Number 3: maximum force 9.7 eV Å⁻¹. Number 4: maximum force 3.5 eV Å⁻¹.